320
Properties=species:S:1:pos:R:3:forces:R:3:mulliken_charge:R:1 method="wB97M-V/def2-TZVPD" spin_multiplicity=1 charge=0 homo_energy_ev=-8.4 e_lumo_ev=0.44 gap_ev=8.9 largest_force_ev_per_a=4.354
O 3.130051 0.172870 2.054370 1.285 0.708 -0.266 -0.198
O 6.126651 3.565020 3.196040 -2.274 -0.247 2.335 -0.397
O 0.911811 -2.264910 -11.627250 -1.502 -3.520 -0.982 -0.246
O -0.304649 6.125050 -0.328390 1.025 -0.789 1.843 -0.367
O 0.298621 -3.288890 1.890530 -1.131 -0.174 -0.561 0.324
O -1.015919 9.020240 7.398490 0.152 0.020 0.279 -0.304
O 7.294211 -7.944270 6.166240 -0.109 1.164 -1.112 -0.309
O 0.420091 0.356790 -1.855850 -0.936 0.347 0.751 0.614
O -1.989459 -0.281110 7.305760 0.937 -0.132 -0.211 -0.533
O 0.544281 -3.617140 7.071280 0.653 1.992 -1.241 0.068
O 5.494391 -1.567370 5.074610 -0.382 0.399 0.378 0.379
O -0.556509 0.485550 -7.606410 1.139 0.295 0.455 -0.461
O -11.533679 0.951920 -3.293040 -0.158 0.527 -1.156 -0.311
O -3.627769 -3.496960 -0.703810 -0.420 1.376 -0.035 0.369
O 4.351861 -1.426250 -2.605080 1.910 0.111 1.297 -0.471
O -0.251129 -4.508550 -3.870260 1.254 1.867 1.426 -0.227
O -5.630539 1.664820 -0.064930 -1.117 0.811 -0.864 -0.479
O 3.553931 3.500990 -0.148480 -1.778 0.477 1.240 0.675
O -3.894699 -5.391840 -6.062860 -1.447 0.284 -1.229 -0.191
O 1.809501 4.936760 3.376850 0.002 -0.337 -0.063 -0.616
O 10.218381 3.320400 -1.684470 0.076 -0.462 -0.140 -0.345
O 2.959561 0.450400 8.198510 2.145 0.142 -0.026 -0.538
O 0.915651 -7.730120 -7.855960 0.124 -1.660 1.386 -0.218
O -4.788269 -3.260590 4.338600 1.614 0.550 0.082 -0.372
O -2.598449 4.641310 2.557290 0.721 0.267 -0.696 0.156
O -5.006169 4.806760 -5.049630 -0.876 0.723 0.205 -0.312
O -3.394949 -0.081670 -4.705760 0.906 -1.092 -1.288 0.927
N 0.461011 1.432220 0.816000 -1.486 -0.194 0.553 2.141
N 1.804441 -3.757660 4.603860 0.204 -0.428 -1.113 -0.235
N 1.649891 4.157780 5.460210 0.556 -0.119 3.407 -0.043
N -8.531299 1.323090 -2.365250 0.578 1.118 -0.684 -0.291
N -4.777459 -2.809020 -4.070430 -1.840 1.763 0.103 -0.346
N -2.099209 6.798240 5.531950 -0.561 0.493 0.258 -0.364
N -3.007829 -2.099930 1.745970 -1.411 1.342 1.356 0.809
N -1.265009 -0.717770 -10.427650 0.337 0.340 0.841 -0.330
N -2.869079 5.810290 -2.910670 0.673 0.576 1.441 -0.258
N 0.790551 -6.913120 -5.087060 -0.378 0.542 0.906 -0.329
N 0.215111 3.454150 3.919630 -1.822 -1.101 -1.661 3.236
N 6.653801 -4.878180 6.069050 0.516 -0.367 -0.408 -0.349
N 0.112861 1.724360 6.434650 -1.920 1.102 -1.368 0.082
N 8.135191 2.751140 0.258170 0.088 0.850 0.584 -0.165
N 4.519351 1.563720 -2.662120 -0.786 -0.283 2.528 -0.539
C 0.031021 -4.502240 6.114620 -0.449 0.536 0.093 -1.428
C 5.602781 -3.894690 5.896580 0.156 0.832 -0.225 -0.861
C -0.642039 0.024660 -0.909320 0.935 0.540 -0.431 0.323
C 8.477181 3.955210 -0.454450 -1.766 0.892 -0.835 -0.514
C 0.184361 1.602010 -2.559520 0.105 -1.539 0.129 -0.467
C 6.696881 -5.887650 5.000160 0.752 -0.304 0.097 -0.567
C -4.435879 -2.406490 -0.189600 0.137 -0.301 0.078 -0.173
C 5.101371 2.539870 -1.751500 1.087 1.894 -0.360 -0.336
C 0.457211 -3.998400 8.375170 0.439 -1.661 0.784 -1.011
C 3.711711 0.771620 -1.694250 -1.287 -2.707 -1.211 0.529
C 5.945531 -2.862360 4.742170 -0.280 -1.665 0.702 -1.020
C -3.945299 -2.069270 4.174700 -1.526 -0.068 -0.396 -0.844
C -1.620689 5.448050 -2.107520 -2.617 -0.743 -1.559 -0.329
C 1.261331 4.215670 4.217450 0.946 1.372 -2.535 -0.377
C 6.541651 3.860090 1.937030 1.818 -0.681 -1.975 0.639
C -0.407429 0.604030 5.613240 0.322 -1.117 1.507 -0.410
C 1.469001 -8.635390 -6.815370 -3.341 2.745 0.509 -0.683
C -2.819699 -2.275260 3.233980 1.935 -1.393 -2.255 0.172
C -10.516959 1.815160 -3.824890 0.387 -0.153 1.372 -0.505
C -4.569679 -2.101630 -5.308730 1.213 0.366 0.424 -0.518
C 8.254911 -8.915860 6.446750 -0.521 -0.391 0.575 -0.700
C 10.859141 2.923350 -2.865130 0.363 0.305 0.886 -0.741
C 0.366881 -3.945040 4.724790 0.586 -1.153 1.515 0.734
C 3.267641 -0.587330 -2.329150 -0.118 1.137 -0.838 -0.136
C 4.085931 -2.528860 -3.401740 -0.559 0.376 -0.901 -0.672
C 0.468731 -8.197390 -5.627360 2.728 -2.323 -0.248 -0.633
C 2.059411 -2.828430 3.495640 -0.303 -0.015 0.327 0.295
C -5.872869 4.909650 -3.905190 0.239 -0.024 -0.663 -0.422
C -0.830309 1.146440 0.116200 0.486 -1.519 -0.098 -0.647
C 0.776491 -5.260130 -3.240380 -0.821 -2.085 -1.358 -0.070
C -12.371209 0.375220 -4.298490 0.359 -0.310 0.059 -0.769
C 2.460671 4.438290 0.241600 1.538 -1.002 0.152 -1.338
C -0.084199 0.115050 -6.259300 -0.748 1.226 -1.561 -0.286
C 4.420781 0.663170 2.480710 0.674 -0.976 0.273 -0.273
C -2.839419 3.437340 3.210680 -0.746 -0.615 -0.423 -0.274
C 1.621781 -7.687450 -9.035600 0.379 -0.052 -0.683 -0.759
C -2.230389 8.998620 6.648630 -0.340 -0.217 -0.222 -0.746
C -2.104019 8.230210 5.290000 -0.166 0.114 2.165 -0.402
C -0.194999 6.284030 1.104100 0.272 0.232 -0.190 -0.663
C 4.197181 3.748330 -1.362990 0.225 -0.472 -0.084 -1.395
C -9.616329 2.254070 -2.649300 -0.937 -0.302 -0.461 -0.654
C 1.682311 -3.348870 2.078010 0.976 -0.122 1.592 -1.333
C -4.858179 -5.211510 -4.965750 1.124 1.386 -0.621 -1.062
C -7.685149 1.857330 -1.311890 -0.962 -1.376 2.133 -0.932
C 0.745021 0.597880 2.053100 0.383 0.992 -1.179 0.046
C -4.598659 -0.564380 -5.193230 -1.197 -1.621 -0.234 -0.886
C -1.016029 9.925750 8.552200 -0.337 -1.105 -1.595 -0.724
C -0.902669 -0.636370 6.471030 0.717 1.424 -1.278 -0.574
C -2.797189 5.372210 -4.263020 -0.269 1.941 -1.307 -0.246
C -4.373359 -2.347770 1.302550 -0.149 -1.234 0.297 -1.189
C -1.781169 -0.075450 -8.015560 -0.022 -0.997 0.562 0.356
C -2.720589 5.825830 3.292660 -1.504 1.194 0.326 -1.469
C -3.323919 1.306490 -4.735830 -0.537 0.397 1.324 -1.194
C -4.284159 1.955050 -0.265040 1.132 -1.428 0.150 0.352
C 0.957011 1.427480 7.559380 -0.169 -0.457 -0.924 -1.220
C -5.683539 -3.150000 5.434990 0.644 -0.550 -0.609 -0.716
C -4.323809 -4.130250 -3.918270 0.292 -2.861 -0.619 0.923
C 0.980291 -2.940040 -12.910570 1.516 0.934 0.361 -0.789
C -0.224289 -3.135060 -3.379870 -0.967 -0.376 -1.102 -0.098
C -2.188829 -1.294740 8.260490 -1.363 0.464 0.656 -0.763
C 2.176421 0.714700 7.027750 0.603 -1.067 1.839 1.642
C 8.897141 3.787240 -1.892650 1.274 0.069 1.139 -0.923
C -1.712539 6.036000 4.383560 1.130 -1.407 0.393 0.225
C 4.738191 3.950900 3.444540 0.370 0.068 0.539 0.036
C 0.408981 -6.743970 -3.639550 0.846 1.872 -0.849 -1.071
C 7.815961 -6.964810 5.261790 -2.428 1.539 0.122 -0.656
C -4.002749 5.818680 -5.168610 1.198 -1.528 0.999 -0.776
C 6.503431 -0.573990 5.093310 1.229 -0.704 -0.477 -1.271
C -4.554389 -5.639250 -7.376780 0.488 0.892 1.305 -0.838
C -2.086799 0.096660 -9.495650 0.945 0.325 -0.694 -1.302
C 4.376291 0.133180 7.948360 -1.170 0.493 -0.931 -0.593
C -1.663499 5.955800 -0.707890 1.186 1.700 0.337 -0.227
C -0.077789 -3.623360 0.567070 0.066 0.697 -0.703 0.364
C 0.163261 -0.379250 -10.421040 1.205 -0.077 -1.931 -0.262
C 7.886561 3.101870 1.697810 -1.193 -1.442 -1.130 -1.109
C 0.855641 -0.915680 -11.737610 -0.720 2.109 1.169 -0.876
C -6.376609 1.067000 -1.137790 -0.313 0.608 0.164 0.730
C -4.214629 -4.755120 -0.503790 0.150 -0.330 -0.186 -1.196
C 2.123291 0.986580 2.626630 -0.309 -0.300 -0.263 0.852
H 5.530571 2.106220 -0.848270 -0.395 -0.206 0.409 0.433
H -1.998149 5.977550 -4.691030 0.724 -0.585 -0.199 0.372
H -2.420059 -3.285760 3.319260 -0.288 -0.460 0.616 0.366
H 0.029911 -4.706890 4.021850 -0.114 0.326 -0.299 0.128
H -7.564429 2.937050 -1.223900 0.629 0.353 -0.929 0.330
H -5.233159 -6.489370 -7.308520 0.174 -0.112 -0.144 0.322
H -5.483079 -2.476840 -0.483750 -0.111 -0.374 -0.351 0.584
H 0.267571 -0.486000 -12.548560 -0.367 -0.545 -0.454 0.391
H 1.597961 -8.600650 -9.630240 0.047 -0.610 0.213 0.291
H -5.371579 4.848890 -2.939210 0.252 -0.200 -0.044 0.149
H -4.686569 -4.467280 -2.947230 0.232 -0.049 -0.065 -0.369
H -3.740169 5.475290 -2.524570 0.426 -0.105 0.715 0.194
H -5.052249 -6.213330 -4.582620 0.062 0.178 0.568 0.474
H -3.682219 5.864800 3.804390 -0.464 -0.316 0.206 0.605
H 0.821011 1.478020 -3.435540 -0.312 0.435 -0.208 0.466
H 1.296181 -9.696540 -6.994780 0.182 -0.003 -0.559 0.373
H 1.102921 1.230590 0.062740 0.899 -0.027 0.342 -0.956
H -3.525709 -5.481720 -0.934520 0.089 -0.072 0.253 0.271
H -0.347729 -0.918780 -0.449530 0.197 0.085 0.105 -0.991
H -2.281159 1.608330 -4.833990 -0.245 0.223 -0.061 0.182
H 1.220161 2.359100 8.060310 0.096 -0.058 0.021 0.475
H -3.837889 -5.702720 -8.195740 0.584 -0.788 0.607 0.268
H 5.458141 -3.304500 6.801490 0.450 0.045 0.163 0.402
H -9.975939 1.298950 -4.617930 0.270 -0.115 -0.025 0.295
H 7.732211 2.088940 2.069620 0.215 0.218 0.970 0.345
H 0.400371 -5.501250 6.346280 0.336 -0.264 -0.463 0.622
H 0.930681 -7.357740 -2.905240 -0.089 -0.695 -0.569 0.510
H -3.539969 -2.296890 -5.608200 0.371 -0.045 -0.691 0.369
H -2.618339 0.291970 -7.422050 -0.172 0.288 0.225 -0.050
H -5.203519 -2.397570 -6.144650 -0.327 -0.287 0.326 0.416
H 10.568591 3.638410 -3.634790 0.080 -0.484 -0.635 0.334
H -3.782849 0.991380 -0.174860 0.678 -0.140 0.135 -0.015
H -0.451229 5.385310 1.665110 -0.105 -0.142 -0.314 0.017
H -0.050609 0.807300 2.768080 0.015 0.073 -0.003 0.058
H -1.192329 -1.440410 5.794480 -0.028 -0.196 -0.098 0.138
H 2.801371 1.308530 -1.427570 -0.004 0.175 -0.335 -0.480
H -3.127629 -0.085630 -9.763140 -0.135 -0.396 0.555 0.387
H 11.921091 3.044660 -2.651490 0.125 -0.219 -0.344 0.245
H 2.658111 -7.461990 -8.784030 0.285 0.372 -0.603 0.313
H -0.758499 -2.574740 -4.147170 -0.568 0.079 0.342 0.145
H -5.932189 1.039780 -2.132700 0.979 0.427 0.001 -0.497
H 2.198521 -3.356140 5.442660 -0.216 0.026 0.204 0.363
H -1.477099 6.562120 6.291770 0.086 0.165 0.067 0.332
H 6.884601 -0.486460 4.075880 0.023 0.584 -0.150 0.502
H -3.616409 5.854130 -6.187220 -0.290 -0.694 -0.218 0.419
H 2.090991 3.986550 1.162130 -0.472 0.049 -0.394 0.010
H 0.236811 -2.638250 -13.648310 -0.232 0.330 0.312 0.308
H 8.274931 3.140870 -2.511650 -0.028 -0.379 0.171 0.459
H -6.451629 -2.432950 5.145210 -0.221 0.117 0.681 0.311
H -6.564349 4.069540 -3.969670 0.011 0.044 -0.056 0.090
H -5.190629 -1.729710 1.674260 0.658 1.257 -0.009 0.604
H -1.649739 0.740070 0.709070 0.154 0.364 0.823 0.386
H -1.606699 5.020920 4.766320 0.498 -0.038 0.063 -0.216
H -3.233919 -4.143810 -3.910690 0.380 -0.558 -0.072 -0.171
H -3.896169 3.311690 3.446440 -0.225 0.365 0.684 0.487
H -4.070579 -1.450500 -0.564770 0.412 -0.211 -0.415 -0.480
H 7.731651 -9.848330 6.658400 -0.011 -0.090 -0.017 0.221
H -1.954549 9.849430 9.101260 -0.257 0.257 -0.166 0.305
H -5.144209 -4.872230 -1.060800 -0.329 0.178 0.089 0.411
H -0.755949 5.752040 -2.697370 -0.035 0.386 0.321 0.413
H -0.668559 2.240910 6.812350 -0.405 -0.024 -0.090 0.269
H -1.604979 4.359440 -2.054690 0.423 -0.413 -0.024 -0.055
H -4.873849 -0.355950 -6.227120 0.620 1.192 -0.318 0.396
H -0.201799 2.712130 4.463410 0.800 0.301 0.370 -1.161
H 0.123141 -6.304290 -5.538710 0.399 0.743 -0.260 0.254
H -6.500659 0.010680 -0.899250 -0.553 -0.016 0.141 0.210
H 3.071861 -2.431130 3.567740 0.284 -0.488 -0.401 0.074
H 10.620421 1.869800 -3.010500 0.037 0.035 -0.856 0.253
H -4.315759 -2.261730 -3.358100 -0.116 0.080 0.266 0.061
H -1.189429 0.867360 4.901030 -0.220 0.632 0.314 0.733
H -6.083809 -4.148450 5.611010 -0.364 0.086 -0.332 0.266
H 4.634291 -4.378680 5.770560 -0.327 -0.019 -0.587 0.485
H -3.729789 1.555870 -3.755430 0.254 1.050 0.333 -0.060
H 0.180121 -0.934820 -6.132770 -0.527 -0.213 -0.166 0.344
H -4.398559 -4.958250 0.551200 0.052 -0.163 0.049 0.296
H -4.000469 1.790450 -5.440220 0.308 -0.100 -0.524 0.570
H -0.139639 -2.992920 4.566660 -0.455 0.005 -0.069 -0.393
H 8.599421 -6.325330 5.668420 0.619 -0.570 0.277 0.324
H -5.798089 -4.790540 -5.322750 -0.181 -0.125 -0.336 0.422
H -2.982389 8.537170 7.288690 -0.331 -0.260 -0.131 0.383
H 0.734031 -0.472050 1.845170 0.010 -0.248 0.025 -0.090
H -11.858889 -0.335620 -4.946820 0.628 -0.187 0.129 0.305
H -2.342689 -2.683100 1.258520 -0.436 -0.037 0.116 -0.929
H 4.800351 0.732610 7.142780 -0.426 0.472 -0.282 0.116
H -3.929049 2.326560 -1.226280 -0.726 0.460 -0.416 0.020
H -2.727329 2.656080 2.458900 0.659 -0.118 0.012 -0.527
H -1.971739 1.147330 -9.762000 0.321 0.172 -0.014 0.423
H 8.731521 -8.601240 7.375170 0.888 -0.265 -0.212 0.240
H 6.788261 4.911300 1.787890 -0.589 0.459 -0.046 0.468
H -3.525309 -1.667020 5.096610 -0.285 -0.367 0.469 0.540
H 0.885581 3.940010 6.083500 0.726 -0.288 0.483 0.056
H 1.140181 -3.442500 9.017530 -0.353 0.525 -0.152 0.201
H -0.708349 -3.099790 -2.403890 -0.176 0.157 0.010 -0.040
H -0.728299 6.370960 4.056190 0.216 -0.125 -0.640 0.450
H -2.632069 4.297860 -4.344280 0.095 -0.212 -0.508 0.062
H -1.120849 -3.372570 0.374150 0.226 0.438 0.102 -0.475
H -3.049209 -0.960790 8.840430 -0.102 -0.061 0.084 0.397
H 5.504921 -3.243460 3.820910 -0.536 0.449 -0.209 0.342
H 0.433881 0.318260 4.981870 -0.045 -0.581 0.004 -0.650
H 7.562381 4.545720 -0.504700 -0.083 0.437 0.381 0.373
H -0.248409 9.595510 9.252060 0.258 0.168 -0.408 0.227
H 1.959731 -4.397770 1.973370 0.522 -0.153 0.090 0.710
H 3.427051 3.923800 -2.114140 0.158 0.095 -0.514 0.536
H -1.594419 -0.164410 -1.404620 -0.141 0.079 -0.492 0.487
H 4.077741 3.993130 2.578440 0.603 0.348 -0.456 0.209
H -1.284559 -1.652800 -10.046290 -0.327 -0.422 -0.284 0.234
H 0.710201 -2.576440 -3.327000 0.732 -0.796 0.052 0.200
H 5.033461 0.390520 8.779020 -0.635 -0.486 0.476 0.405
H 0.798791 6.584210 1.436340 0.293 -0.309 -0.673 0.270
H -4.782009 -3.264490 1.727680 0.262 -0.833 -0.090 0.446
H -1.963539 6.999110 -0.610100 -1.378 -0.062 -0.431 0.292
H -5.129219 -2.944700 6.350790 -0.142 0.696 0.133 0.224
H 7.011081 -2.956710 4.532880 0.320 0.516 0.439 0.608
H -10.833279 2.780510 -4.220030 -1.026 -0.177 -0.352 0.347
H 1.471031 -1.948550 3.755880 -0.451 0.565 -0.717 -0.293
H 1.873131 -0.564320 -11.908920 0.319 0.631 0.387 0.451
H -0.883669 1.618480 -2.776660 -0.048 0.331 -0.525 -0.162
H 8.703341 3.638470 2.180540 0.238 -0.110 0.043 0.384
H 0.342051 0.810660 8.214710 0.707 -0.291 0.717 0.170
H 4.104371 0.488280 -0.717710 1.029 0.455 0.050 -0.010
H -12.788149 1.082030 -5.015890 -0.278 0.496 0.384 0.314
H 4.407901 1.351540 3.325730 -0.535 0.019 -0.049 -0.192
H 4.979601 -3.098630 -3.656370 0.175 0.181 0.494 0.360
H 1.026371 -4.029060 -12.915080 -0.365 0.057 0.989 0.236
H 3.715491 -2.131380 -4.346660 -0.383 -0.294 -0.450 0.302
H 2.513931 -1.139510 -1.767800 -0.192 0.269 0.242 -0.118
H -8.312109 1.698700 -0.434470 0.208 -0.201 0.599 0.375
H 0.835061 0.679540 -6.103030 -0.109 0.118 -0.110 0.359
H -2.997189 8.396280 4.687700 0.158 0.616 -0.113 0.347
H -4.619199 -1.322340 3.755110 0.008 0.511 0.179 0.380
H -4.304909 6.856490 -5.028130 -0.470 -0.059 0.790 0.350
H 8.884211 -9.072620 5.570680 0.503 -0.039 0.315 0.339
H 0.301881 0.699880 -10.487090 -0.121 0.091 0.525 0.389
H 2.501281 -8.381270 -6.574680 0.013 -0.018 -0.088 0.369
H -0.840669 10.902850 8.102060 -0.027 0.303 0.717 0.280
H 0.875061 -5.180880 -2.157740 -0.620 0.362 0.281 0.189
H 4.181771 3.267110 4.085590 0.681 -0.678 0.222 -0.409
H 9.267741 4.509420 0.051500 0.073 0.349 0.006 0.519
H 8.952441 2.159970 0.205910 0.092 -0.322 0.239 0.254
H 5.293211 1.006880 -2.995530 -0.028 -0.436 -0.053 0.421
H 2.250401 0.831750 3.698060 -0.727 0.082 0.457 -0.126
H -10.278649 2.421990 -1.800040 -0.027 -0.581 0.303 0.449
H -5.096189 -4.767410 -7.743470 -0.574 0.309 0.675 0.286
H 0.588401 -3.078650 -0.101940 -0.193 0.359 -0.365 -0.190
H 8.998371 4.748830 -2.395820 -0.399 0.322 -0.072 0.321
H -1.676639 -1.134060 -7.777860 -0.497 -0.540 -0.148 0.290
H 1.126431 -6.972810 -9.692880 0.384 0.489 0.194 0.192
H 0.852311 -5.013790 8.406520 -0.089 -0.550 0.496 0.410
H 5.034581 -0.168130 2.827550 -0.367 -0.431 0.080 0.268
H -1.910759 -1.706910 3.431240 -0.324 0.608 0.608 -0.346
H 4.477961 -0.877700 7.553520 0.046 -0.294 0.546 0.206
H 1.708891 4.627620 -0.524610 -0.038 -0.588 -0.145 0.507
H 1.869501 -0.262030 6.653710 0.054 -0.066 -0.547 -0.551
H 6.625091 -5.329100 6.972350 -0.242 -0.033 0.029 0.266
H 5.801681 3.479560 1.232940 0.006 0.344 -0.522 -0.549
H 8.096391 -7.406040 4.305350 0.182 -0.221 0.055 0.427
H -3.885109 2.600130 0.517740 -0.405 0.109 0.045 0.035
H 2.338521 2.037190 2.431690 -0.190 0.203 -0.149 -0.532
H 1.974511 -2.634590 -13.236660 0.088 -0.044 -0.898 0.323
H -5.393609 -0.146040 -4.575860 -0.525 -0.315 0.207 0.000
H -2.611829 9.992370 6.413990 0.295 0.441 0.066 0.452
H -0.559509 -8.354760 -5.953010 -0.049 0.042 -0.077 0.297
H 1.751301 -5.004590 -3.655750 0.134 0.003 -0.176 0.239
H -1.195429 8.622830 4.833470 0.154 -0.080 -0.515 0.264
H -1.386939 -1.420070 8.988060 0.474 -0.039 -0.321 0.326
H -0.859069 0.496620 -5.594400 0.244 -0.603 0.482 -0.111
H 4.699201 4.870520 4.028400 0.158 0.424 -0.486 0.361
H -0.811419 7.098100 1.485440 -0.550 0.149 -0.285 0.591
H 2.809971 5.424320 0.547910 0.637 0.100 -0.152 0.393
H -1.245169 1.976010 -0.456330 0.300 0.591 0.399 -0.641
H -2.482789 -2.243130 7.810770 0.316 -0.232 -0.195 0.190
H -0.567829 -4.036040 8.743910 -0.172 0.260 0.249 0.316
H -2.210609 5.314770 -0.016610 -0.066 -0.127 0.020 0.123
H -0.678199 -6.822250 -3.638910 -0.110 -0.232 0.950 0.333
H -1.050479 -4.540590 6.244900 -0.418 -0.112 -0.190 0.422
H 5.082671 1.112480 1.740350 -0.750 0.350 -0.734 -0.155
H 2.753471 1.240860 6.267320 -0.193 0.353 -0.032 -0.241
H 2.258731 -2.755420 1.368330 -0.236 0.207 -0.404 0.380
H 2.464331 4.662910 5.779000 -0.468 0.166 -0.184 0.337
H -7.959799 1.402380 -3.194230 0.160 -0.510 -0.572 0.139
H -2.187949 3.259780 4.066340 -0.239 -0.056 0.032 0.325
H 2.883821 -0.289040 -3.304750 -0.766 -0.112 -0.267 0.304
H 6.254961 0.397840 5.519810 -0.889 -0.237 -0.331 0.189
H 0.456651 2.514780 -2.029620 0.149 -0.096 0.363 -0.206
H -0.028629 -0.968720 7.031110 -0.201 -0.302 0.336 0.376
H -0.049499 -4.636950 0.167170 0.569 -0.797 1.008 0.315
H 6.021921 2.900780 -2.210230 -0.107 0.578 -0.375 0.109
H 4.794821 4.646310 -1.206270 0.319 0.241 -0.475 0.480
H 0.743971 -0.823540 -9.612660 -0.178 0.317 0.401 0.180
H 3.330681 -3.192150 -2.980160 -0.116 -0.150 0.185 0.108
H -9.293999 3.276900 -2.844270 0.626 0.214 -0.332 0.360
H -2.810049 6.649370 2.584220 0.443 -0.103 -0.275 0.226
H -0.008109 3.437560 2.934750 -0.053 0.064 -0.018 -1.002
H 5.725511 -6.332410 4.783980 -0.251 -0.417 0.304 0.372
H -6.442609 5.838740 -3.887960 -0.052 0.154 -0.244 0.329
H 6.950561 -5.388910 4.064740 0.262 0.202 -0.058 0.358
H 7.373161 -0.882090 5.673620 0.072 -0.395 0.298 0.388
H -13.145149 -0.211880 -3.804080 -0.085 0.387 0.106 0.267
H 0.740151 -8.926360 -4.863790 -0.488 -0.296 0.345 0.467